# 1
Formula: C3H3AgFO3
Source: the Open Molecules 2025 dataset
Level of theory: the ωB97M-V functional and the def2-TZVPD basis

CARTESIAN COORDINATES (ANGSTROEM)
C1 2.122 -1.217 -1.806
O1 -1.155 -0.525 1.134
C2 -0.147 -1.214 0.831
O2 -0.076 -1.422 -0.535
H1 1.958 -0.637 -2.715
F1 3.059 -0.690 -0.999
H2 0.744 -2.792 -1.966
H3 1.613 -2.736 -0.411
C3 1.163 -2.126 -1.204
O3 0.712 -1.686 1.572
Ag1 -2.324 -0.245 -0.722

Properties
- Relative energy (zero: lowest compared OMol25 entry of this formula, charge and spin): 0.000 eV
- E: -588.56455 Ha
- Lowest unoccupied orbital energy (alpha / beta): -0.068 / -0.068 Eh
- HOMO energy (alpha / beta): -8.68 / -9.09 eV
- HOMO-LUMO gap (alpha / beta): 6.83 / 7.23 eV
- 2S+1: 2

# 2
Formula: C3H3AgO3
Source: the Open Molecules 2025 dataset
Level of theory: the ωB97M-V functional and the def2-TZVPD basis

CARTESIAN COORDINATES (ANGSTROEM)
H1 -1.995 0.967 0.556
O1 2.030 -0.454 -1.549
H2 -0.478 -0.808 1.305
C1 -0.679 -0.673 0.030
H3 -1.544 -1.351 0.011
Ag1 2.839 1.241 -0.049
O2 -0.188 -0.558 -1.333
C2 -0.957 0.612 0.759
C3 1.053 -0.428 -0.809
O3 -0.081 1.452 1.078

Properties
- Relative energy (zero: lowest compared OMol25 entry of this formula, charge and spin): 5.895 eV
- E: -488.53790 Ha
- Lowest unoccupied orbital energy (alpha / beta): -0.065 / -0.065 Eh
- HOMO energy (alpha / beta): -7.16 / -7.16 eV
- HOMO-LUMO gap (alpha / beta): 5.38 / 5.38 eV

# 3
Formula: C3H3BaLiO4
Source: the Open Molecules 2025 dataset
Level of theory: the ωB97M-V functional and the def2-TZVPD basis

CARTESIAN COORDINATES (ANGSTROEM)
O1 -1.011 0.070 1.491
C1 -0.284 0.436 0.588
O2 0.500 2.272 1.918
H1 2.297 3.294 2.140
C2 1.220 3.494 2.130
Li1 1.251 0.840 -1.633
O3 -0.089 -0.121 -0.548
H2 0.977 4.208 1.334
Ba1 -0.659 -3.044 -1.500
H3 0.886 3.869 3.100
O4 1.502 1.943 -0.050
C3 0.698 1.626 0.813

Properties
- E: -450.08306 Ha
- Lowest unoccupied orbital energy: -0.022 Eh
- HOMO energy: -4.37 eV
- HOMO-LUMO gap: 3.77 eV